(1)
The following is a DFT calculation (the ωB97M-V functional and the def2-TZVPD basis) of 2 unconnected molecules or ions with the total composition C5H12N3.

Geometry as ORCA input:
```
! wB97M-V def2-TZVPD RIJCOSX def2/J DEFGRID3
* xyz 1 1
C -2.1189 0.4344 -0.0195
C 0.2166 0.1070 -0.1876
C -3.2860 -0.3925 -0.3233
C 1.2262 -1.6776 1.0110
C 2.5992 0.1405 -0.0298
N -0.9956 -0.1220 -0.2026
N 0.9742 2.3237 -0.8194
N 1.3154 -0.3829 0.2488
H -2.3800 1.3709 0.4828
H -3.1202 -1.4472 -0.6317
H -3.9710 0.0238 -1.1214
H -4.1634 -0.4111 0.3290
H 1.9493 -2.2682 0.5066
H 1.6740 -1.4691 2.0935
H 0.1792 -2.1521 0.9856
H 3.2145 0.0900 0.9012
H 3.0529 -0.5727 -0.7173
H 2.3962 1.2340 -0.4260
H 0.1712 2.5910 -0.3017
H 1.0664 2.5801 -1.7781
*
```

Calculated values
LUMO (spin up / spin down) in eV: -5.57 / -5.33


(2)
The following is a DFT calculation (the ωB97M-V functional and the def2-TZVPD basis) of a gas-phase ion, C5H12N3 (charge +1).

Geometry as ORCA input:
```
! wB97M-V def2-TZVPD RIJCOSX def2/J DEFGRID3
* xyz 1 1
C -0.2145 -0.4117 1.4078
C 0.1844 2.0017 1.6141
C 0.1559 0.1691 -0.9630
C -0.7860 -1.3829 2.3481
C 0.6037 0.2144 -3.3087
N 0.0015 0.7766 2.0173
N -0.2148 -0.6049 0.0480
N 0.2389 -0.4874 -2.1087
H 0.0431 2.1234 0.5432
H 0.7471 2.6279 2.2179
H 0.5734 1.1530 -1.1332
H -1.7523 -1.1118 2.6002
H -0.0895 -1.6634 3.1786
H -0.8153 -2.3134 1.8130
H -0.2114 -0.0203 -3.9607
H 0.6637 1.2074 -3.0157
H 1.5677 0.0509 -3.7234
H -0.0815 0.5975 2.9523
H -0.4705 -1.5680 -0.3278
H -0.1436 -1.3581 -2.1993
*
```

Calculated values
LUMO (spin up / spin down) in eV: -3.66 / -3.68


The most stable arrangement is (2), and the next structure is 2.272 eV less stable.


(1)
The following is a DFT calculation (the ωB97M-V functional and the def2-TZVPD basis) of 2 unconnected molecules or ions with the total composition C4H6OS.

Geometry as ORCA input:
```
! wB97M-V def2-TZVPD RIJCOSX def2/J DEFGRID3
* xyz 0 1
C 1.8342 -0.7080 0.0013
C -1.9428 -0.9882 -0.9554
C 1.0740 0.3222 -0.1818
C 0.5285 1.1652 0.9386
O 2.5347 -1.6265 0.1523
S -2.3669 -0.7087 0.5688
H -1.0816 -1.5868 -1.2157
H -2.5370 -0.5897 -1.7703
H 0.8047 0.5883 -1.1900
H 0.5444 2.2135 0.6515
H 1.1144 1.0303 1.8431
H -0.5066 0.8886 1.1576
*
```

Calculated values
SMILES: CC=C=O.C=S
LUMO in eV: -0.49


(2)
The following is a DFT calculation (the ωB97M-V functional and the def2-TZVPD basis) of C4H6OS in the gas phase.

Geometry as ORCA input:
```
! wB97M-V def2-TZVPD RIJCOSX def2/J DEFGRID3
* xyz 0 1
C -1.2267 0.6985 0.6672
C -0.2331 0.7375 -0.5012
C 1.6051 -0.6909 0.2473
C 0.7052 -1.2552 -0.5438
H -1.5158 1.6300 1.0147
H -0.9010 -0.0795 1.3765
H -2.1470 0.2641 0.1833
H -0.5538 1.4642 -1.2639
H 2.4616 -1.0714 0.7969
H 0.5983 -2.2601 -0.8811
O -0.2194 -0.4985 -1.1891
S 1.4264 1.0612 0.0932
*
```

Calculated values
SMILES: C[C@@H]1OC=CS1
LUMO in eV: 0.90


(3)
The following is a DFT calculation (the ωB97M-V functional and the def2-TZVPD basis) of C4H6OS in the gas phase.

Geometry as ORCA input:
```
! wB97M-V def2-TZVPD RIJCOSX def2/J DEFGRID3
* xyz 0 1
C 1.2620 -1.2733 -0.7414
C 0.4408 -0.6336 0.3395
C -0.1966 0.5736 -0.3327
C -0.7092 -1.4295 0.8714
H 1.9330 -0.4672 -1.1220
H 0.6789 -1.6667 -1.5778
H 1.9024 -2.0506 -0.3252
H 1.0916 -0.2234 1.1259
H -1.1942 0.3066 -0.6261
H -0.4682 -2.0743 1.7250
O -1.8494 -1.3501 0.4763
S 0.3794 2.0971 -0.2395
*
```

Calculated values
SMILES: C[C@H](C=O)C=S
LUMO in eV: -0.34


The most stable arrangement is (2), and the next structure is 0.186 eV less stable.


(1)
The following is a DFT calculation (the ωB97M-V functional and the def2-TZVPD basis) of C4H6OS in the gas phase.

Geometry as ORCA input:
```
! wB97M-V def2-TZVPD RIJCOSX def2/J DEFGRID3
* xyz 0 1
C -0.4714 -1.4969 1.0919
C -0.3288 -0.4769 0.1518
C 1.0488 0.0950 -0.0459
C 1.0941 1.6462 -0.3087
H -1.5105 -2.0744 0.9782
H 0.3807 -2.1393 1.1517
H -0.5400 -0.9221 2.0452
H 2.1003 1.9424 -0.1016
H 0.4495 2.2089 0.3975
H 0.9101 1.8225 -1.3518
O 1.9416 -0.6692 -0.0752
S -1.5862 0.3694 -0.4908
*
```

Calculated values
SMILES: CC(=O)C(C)=S
LUMO in eV: -0.92


(2)
The following is a DFT calculation (the ωB97M-V functional and the def2-TZVPD basis) of 2 unconnected molecules or ions with the total composition C4H6OS.

Geometry as ORCA input:
```
! wB97M-V def2-TZVPD RIJCOSX def2/J DEFGRID3
* xyz 0 1
C -0.2492 -0.9419 -1.1099
C 2.7158 1.3363 -0.0902
C -0.0236 0.2831 -0.7175
C -0.7827 1.3652 -0.0054
O 3.4021 0.5376 0.4696
S -2.6193 0.8697 0.2606
H -1.2160 -1.5243 -1.1422
H 0.5233 -1.6444 -1.4255
H 3.0186 2.3254 -0.5682
H -0.5686 1.4219 1.0590
H -0.7968 2.3419 -0.5409
H -2.1705 -0.3517 0.7442
*
```

Calculated values
LUMO (spin up / spin down) in eV: -0.41 / -0.01


The most stable arrangement is (1), and the next structure is 4.155 eV less stable.


(1)
The following is a DFT calculation (the ωB97M-V functional and the def2-TZVPD basis) of C4H6OS in the gas phase.

Geometry as ORCA input:
```
! wB97M-V def2-TZVPD RIJCOSX def2/J DEFGRID3
* xyz 0 1
C 0.6984 1.9437 -1.2398
C 0.3727 1.0642 -0.4946
C 0.5122 -1.4315 0.0871
C -0.1637 0.0726 0.4059
O 0.0141 0.4623 1.7087
S -2.0031 -0.1440 0.0178
H 1.0526 2.6862 -1.8902
H 0.0389 -2.1538 0.7420
H 0.3296 -1.6729 -0.9519
H 1.5752 -1.3594 0.2894
H -0.3700 -0.1893 2.3101
H -2.0569 0.7220 -0.9845
*
```

Calculated values
SMILES: C#C[C@@](C)(O)S
LUMO in eV: 0.72


(2)
The following is a DFT calculation (the ωB97M-V functional and the def2-TZVPD basis) of C4H6OS in the gas phase.

Geometry as ORCA input:
```
! wB97M-V def2-TZVPD RIJCOSX def2/J DEFGRID3
* xyz 0 1
C 0.5754 1.7465 0.5265
C 0.0839 0.4315 0.3076
C 0.0555 -0.0712 -0.9514
C -0.7811 -1.9245 0.0058
H 1.3722 2.0390 1.3246
H 1.2231 2.1162 -0.4473
H -0.1980 2.6699 0.4912
H 0.7541 0.3519 -1.8398
H -1.8055 -2.4772 -0.0048
H 0.0085 -2.7946 0.2289
O -0.4257 -1.3280 -1.0582
S -0.8624 -0.7593 1.4168
*
```

Calculated values
SMILES: CC1=COCS1
LUMO in eV: 0.82


The most stable arrangement is (1), and the next structure is 0.525 eV less stable.


(1)
The following is a DFT calculation (the ωB97M-V functional and the def2-TZVPD basis) of C4H6OS in the gas phase.

Geometry as ORCA input:
```
! wB97M-V def2-TZVPD RIJCOSX def2/J DEFGRID3
* xyz 0 1
C 1.4210 0.0415 -2.0314
C 0.1732 0.1029 0.3716
C -0.2630 -0.1088 1.5863
C -1.8200 -0.0773 1.6777
H 2.3918 0.2339 -2.6420
H 0.5963 0.6929 -2.3268
H 0.8542 -0.9564 -2.0505
H -0.6855 -0.1331 -0.3057
H 0.2217 -0.0613 2.4968
H -2.4377 -0.0754 0.8134
O -2.3217 0.0140 2.7546
S 1.8698 0.3273 -0.3439
*
```

Calculated values
SMILES: CS/C=C/C=O
LUMO in eV: 0.67


(2)
The following is a DFT calculation (the ωB97M-V functional and the def2-TZVPD basis) of C4H6OS in the gas phase.

Geometry as ORCA input:
```
! wB97M-V def2-TZVPD RIJCOSX def2/J DEFGRID3
* xyz 0 1
C -1.4442 -0.9768 0.4831
C -0.7468 0.7086 -0.6204
C 1.6451 0.2176 -0.0907
C 0.2926 0.4907 0.2863
O -1.2197 -1.9827 -0.1668
S -2.4637 0.5638 -0.0874
H -1.2741 -0.8107 1.5251
H -0.7508 0.6668 -1.7980
H 2.3409 0.8453 0.4850
H 1.8192 0.4283 -1.1503
H 1.8318 -0.8802 -0.1167
H -0.0303 0.7294 1.2506
*
```

Calculated values
SMILES: C/C=C/SC=O
LUMO in eV: 0.62


(3)
The following is a DFT calculation (the ωB97M-V functional and the def2-TZVPD basis) of 2 unconnected molecules or ions with the total composition C4H6OS.

Geometry as ORCA input:
```
! wB97M-V def2-TZVPD RIJCOSX def2/J DEFGRID3
* xyz 0 1
C -3.3930 -0.1798 -0.4397
C -2.3067 -0.4432 0.2055
C -1.3137 0.5723 0.5019
C 1.3159 0.6554 -0.2205
H -4.0188 -1.3301 -0.6202
H -3.6053 0.8652 -0.8397
H -2.0992 -1.4663 0.5903
H -1.5131 1.3428 -0.3348
H -1.3258 0.7949 1.6626
H 1.2929 2.0858 -0.5498
O 0.1140 -0.0520 0.0818
S 2.7839 -0.3441 -0.0529
*
```

Calculated values
LUMO in eV: -0.12


(4)
The following is a DFT calculation (the ωB97M-V functional and the def2-TZVPD basis) of C4H6OS in the gas phase.

Geometry as ORCA input:
```
! wB97M-V def2-TZVPD RIJCOSX def2/J DEFGRID3
* xyz 0 1
C 0.6439 1.2601 -0.2243
C -0.7534 1.2041 0.3686
C -1.2360 -1.0294 -0.1169
C 0.0166 -1.3949 0.1422
H 1.2673 2.0616 0.1286
H 0.6235 1.5032 -1.3096
H -0.7717 0.9606 1.4097
H -1.3166 2.1273 0.2294
H -2.0384 -1.7344 -0.1740
H 0.2717 -2.4183 0.1937
O -1.6832 0.2304 -0.2176
S 1.4627 -0.2864 0.0153
*
```

Calculated values
SMILES: C1=CSCCO1
LUMO in eV: 0.87


The most stable arrangement is (4), and the next structure is 0.818 eV less stable.